No. 1
DFT (ωB97M-V/def2-TZVPD) results for a molecular structure, C12H34O6V at a distorted geometry.

The calculation puts the LUMO energy (alpha / beta) at -2.8 / -7.6 eV. The expectation value of S² is 6.008. For the orbital gap (alpha / beta), the calculation gives 7.92 / 4.04 eV. The spin multiplicity is 5. The HOMO energy (alpha / beta) is -10.73 / -11.68 eV. The total energy is -1872.70874 hartree. The net charge is +1. The max |F| comes out at 5.74 eV/A.

```
53
Properties=species:S:1:pos:R:3:forces:R:3:lowdin_spin:R:1
V -0.06716 -0.02314 0.22475 0.5217 -2.7882 1.7023 2.8213
O -0.27883 1.54986 -1.18282 -0.1791 1.0629 -0.5341 0.9730
H -0.50901 1.67732 -2.12373 0.0578 -0.1578 0.0267 0.0157
O 0.21997 -1.84760 1.19933 -0.8756 1.6400 -0.0750 0.0453
H -0.29614 -1.88725 2.02794 0.7288 -0.3365 -0.6751 0.0048
C 3.43099 -0.24826 2.12527 1.8312 -1.3801 1.3698 0.0017
C 3.43810 0.68463 0.90663 1.6825 -2.6440 1.5026 0.0019
C 3.81104 0.01981 -0.39462 0.9347 -0.1659 -1.0368 0.0013
O 2.11774 0.94676 0.84405 -5.0009 2.4717 -1.3460 0.0250
H 3.34402 0.23629 3.09776 -0.0011 0.8741 -0.1754 0.0000
H 4.33307 -0.84164 2.27451 0.4289 0.0767 -0.3393 0.0004
H 2.64696 -0.99993 2.21682 -0.4113 0.1418 -1.1107 -0.0001
H 4.01958 1.56265 1.18780 0.1204 0.1476 -0.5934 -0.0001
H 4.87162 0.11409 -0.62783 0.1657 -0.3743 0.3694 0.0000
H 3.36466 0.44225 -1.29484 -0.4068 0.7568 0.2775 0.0001
H 3.49897 -1.02087 -0.48237 0.1758 -0.1675 0.6210 0.0003
H 1.93567 1.77557 1.29296 -0.3366 0.0133 0.1122 0.0001
C -0.85274 0.16811 3.57461 -0.1743 0.7590 0.2050 0.0028
C -1.06598 1.60622 3.10790 -0.3340 -0.6991 0.0280 0.0022
C -0.24351 2.61949 3.87020 -0.4613 0.1509 0.3722 0.0005
O -0.66076 1.57768 1.73462 1.0193 -0.4696 -1.8298 0.0247
H -1.11972 -0.56725 2.81560 0.1222 0.3925 -0.0414 0.0018
H -1.45691 -0.09636 4.44244 0.3192 0.3003 0.2476 0.0002
H 0.21772 0.19540 3.77823 -0.0180 -1.0180 0.2092 0.0002
H -2.11081 1.91124 3.04961 -0.1384 -0.0388 0.5603 0.0004
H -0.60575 2.67399 4.89681 -0.4125 0.3516 -0.0684 0.0001
H -0.37324 3.56828 3.34955 0.1842 0.3055 0.4119 0.0000
H 0.81316 2.40993 4.03643 0.1021 -0.3602 -0.6966 0.0000
H -0.76204 2.42010 1.28554 -0.1563 0.3608 0.2732 0.0008
C -3.35204 -1.61116 -1.58940 1.6120 0.6865 -0.6490 0.0014
C -3.10681 -0.24157 -0.90514 -3.3726 -2.0121 -0.8197 0.0087
C -4.48806 0.20329 -0.43603 -0.3182 1.4572 0.8849 0.0005
O -2.25327 -0.55510 0.15396 1.6140 1.3135 0.8771 0.0191
H -3.99695 -1.57466 -2.46738 0.0654 -0.0651 0.1366 0.0001
H -3.67935 -2.36586 -0.87427 -0.5144 0.2865 0.1342 0.0005
H -2.33744 -1.92640 -1.83292 -0.0518 -0.3966 -0.7049 0.0002
H -2.69953 0.52722 -1.56179 0.4715 -0.1759 0.0721 0.0051
H -5.13301 0.67439 -1.17779 0.3278 -0.3484 -0.6189 0.0000
H -4.41256 1.01297 0.28979 0.2118 -0.0061 0.3652 0.0000
H -5.09657 -0.57446 0.02540 0.3408 -0.2574 -0.0073 0.0004
H -2.46025 -1.43143 0.48683 0.2046 -0.2774 0.1085 0.0011
C 2.21186 -1.43814 -3.64593 -0.0516 1.2089 0.1752 0.0020
C 0.97294 -0.75301 -2.99832 -1.2920 -0.4311 -1.3997 0.0126
C -0.26325 -0.63769 -3.96311 1.5005 1.3091 -0.2828 0.0004
O 0.51022 -1.46918 -1.88133 0.1996 -0.4829 0.9131 0.0147
H 2.82053 -0.67561 -4.13190 -0.0793 0.0603 -0.2217 0.0002
H 1.97397 -2.17793 -4.41027 -0.3121 -0.0258 0.1716 0.0007
H 2.89388 -1.87368 -2.91569 -0.2930 -0.1018 0.2577 0.0000
H 1.15480 0.23196 -2.56838 0.6577 0.3278 -0.4698 0.0071
H -0.00762 0.13447 -4.68873 0.0570 0.0036 -0.4111 0.0000
H -1.12921 -0.21243 -3.45580 -0.1331 -0.4791 0.2894 -0.0004
H -0.50955 -1.52510 -4.54616 0.0155 -0.1710 0.4488 0.0005
H 0.72642 -2.36840 -2.13875 -0.3486 -0.6285 0.9837 0.0004
```
Forces are in eV/Å.

***

No. 2
DFT (ωB97M-V/def2-TZVPD) results for a molecular structure, C12H35CdN3O5 at a distorted geometry.

The value obtained for the energy above the lowest of the compared OMol25 structures with the same formula, charge and spin is 415.9 kJ/mol. The calculation puts the LUMO energy at 0.5 eV. For the orbital gap, the calculation gives 7.71 eV. The HOMO energy is -7.20 eV. The total energy is -1186.20491 hartree. The max |F| comes out at 5.79 eV/A.

```
56
Properties=species:S:1:pos:R:3:forces:R:3:mulliken_charge:R:1
Cd -0.25995 0.88959 0.23820 1.3786 0.7049 -0.6683 2.1251
O -1.49946 -0.56013 0.38056 -3.8672 -4.2822 0.4622 -0.9081
H -1.92176 -1.24564 -0.17285 0.3743 0.9858 0.4644 -0.0543
O 0.17977 0.83729 -1.70553 0.1343 0.1918 -3.5985 -0.8745
H -0.55855 0.69026 -2.32826 0.7395 -0.0079 0.4623 0.0920
C 1.09186 4.87498 -0.76555 0.2338 1.1524 0.0386 -1.5554
C 0.24361 3.92161 0.06005 0.5740 1.0791 -0.5683 0.0641
C -1.07335 3.64158 -0.59476 -0.3712 -0.7038 0.8688 -0.9934
O -1.61816 2.52094 0.08136 -2.5911 1.8319 0.2918 -0.3011
C -2.87586 2.16960 -0.51772 0.5788 0.3388 0.0563 -0.8496
N 1.05211 2.70779 0.18611 0.5461 2.0114 0.3755 -0.5737
H 1.41575 4.43172 -1.70721 -0.5766 0.1210 -0.3478 0.4375
H 2.04475 5.12517 -0.29918 0.0768 -0.2971 0.5642 0.4199
H 0.64715 5.86466 -0.86979 -0.3328 -0.0730 -0.5478 0.4072
H 0.21349 4.33416 1.06851 -0.9685 0.0788 0.0592 0.4516
H -0.94091 3.29165 -1.61854 0.1500 0.6279 -0.4154 0.4231
H -1.79130 4.44810 -0.44586 0.1821 0.3902 -0.5425 0.4089
H -2.61197 1.86020 -1.52902 -0.5166 -0.6673 -0.0540 0.2947
H -3.52204 3.04139 -0.62034 -0.0223 0.2488 0.2322 0.3137
H -3.35690 1.43270 0.12547 0.2408 -0.2212 -0.4912 0.1762
H 1.71474 3.20810 0.76118 1.3242 -1.2326 0.2693 0.3826
H 1.42883 2.67742 -0.75051 0.6043 -1.1111 -0.2368 0.2582
C -1.38007 -3.30795 -2.07496 0.4812 0.0039 -2.0416 -1.3760
C 0.09418 -3.49665 -1.64422 -0.7363 0.3629 0.5698 0.4762
C 1.26523 -3.22483 -2.68153 -0.7717 -1.5891 -0.3480 -0.7118
O 1.28076 -4.19877 -3.77474 0.8689 0.3467 0.3904 -0.4050
C 1.61634 -5.53895 -3.36219 -1.5752 0.8797 1.2854 -0.7357
N 0.30173 -2.58796 -0.58527 1.3598 2.5393 1.5897 -0.5006
H -1.59663 -4.01542 -2.87538 -0.5287 -0.1489 0.0488 0.3402
H -1.54336 -2.32160 -2.50920 0.5853 0.2749 -0.4164 0.2829
H -2.17659 -3.25947 -1.33247 0.4923 -0.9564 0.6401 0.3831
H 0.16810 -4.41235 -1.05760 0.3386 -0.9365 -1.1307 0.3782
H 2.23179 -3.14495 -2.18406 0.1003 -1.0263 0.6323 0.4125
H 1.30956 -2.22445 -3.11209 -1.2427 0.0215 -0.3935 0.3071
H 1.68838 -6.25586 -4.18008 0.3228 0.5887 -0.2002 0.2873
H 0.77252 -5.84961 -2.74611 -0.2947 -0.5469 -0.0452 0.2753
H 2.42021 -5.59173 -2.62796 0.7150 0.1996 -0.5039 0.3135
H -0.39932 -2.59746 0.14173 -0.1749 -0.6861 0.1637 0.1971
H 0.10641 -1.65902 -0.93024 0.3802 0.6707 -0.2638 0.1205
C 1.94895 -1.01696 3.35009 -0.5143 0.1913 1.6395 -1.5412
C 0.78738 -0.34995 2.63835 0.4301 0.3171 2.2887 0.6620
C 0.29392 1.01761 3.20615 0.7597 -0.9007 0.2851 -1.1174
O -0.78589 1.35384 2.36941 -0.8622 1.2107 2.3408 -0.1501
C -2.02423 1.24658 3.06350 -0.7970 -0.4014 -0.3478 -0.8990
N 1.25803 -0.05008 1.35757 2.6050 -1.2735 -2.0663 -0.7416
H 2.56864 -1.62438 2.69045 -0.3122 -0.1943 0.0512 0.4248
H 1.58758 -1.58266 4.20887 0.2308 -0.3400 0.0017 0.3805
H 2.59181 -0.24453 3.77220 0.2288 0.1456 -0.0457 0.3735
H -0.07717 -0.99416 2.47815 -0.1043 -0.0819 0.3171 0.3202
H 1.11909 1.72888 3.17041 0.1766 0.3160 -0.9311 0.2785
H 0.06576 1.14477 4.26439 -0.5847 -0.9186 0.1604 0.4768
H -2.16959 2.00294 3.83479 0.3371 0.2450 -0.0145 0.3037
H -2.17273 0.26846 3.52104 0.4441 -0.2173 0.1038 0.4053
H -2.85751 1.30561 2.36331 0.3514 0.2810 -0.2711 0.1574
H 1.48952 -0.95059 0.96311 -0.8394 -0.7072 -0.9289 0.1798
H 2.21527 0.26833 1.30836 0.2390 1.1637 0.7661 0.2971
```
Forces are in eV/Å.